The following is a DFT calculation (ωB97M-V with the def2-TZVPD basis set) of a cluster of 2 separate species, C2H6N4S in total at a distorted geometry.

Output
total charge	0
HOMO energy (alpha / beta)	-0.266 / -0.266	Eh
multiplicity	1
energy relative to the best compared isomer or geometry (same formula, charge and spin)	178.2	kJ/mol
frontier orbital gap (alpha / beta)	8.3 / 8.3	eV

Each line ends with the Mulliken charge.
Positions of all 13 atoms, in Å:
1 C 1.88 1.57 -0.36  -0.299
2 C -1.73 -0.41 1.60  -0.774
3 N 0.26 -2.73 -2.58  -0.034
4 N -0.08 -3.15 -1.62  0.034
5 N 0.76 1.08 -0.84  0.173
6 N -0.13 0.31 -0.33  -0.624
7 S 0.04 -0.13 1.29  -0.053
8 H 2.47 2.22 -0.97  0.236
9 H 2.16 1.35 0.65  0.212
10 H -2.23 0.54 1.72  0.273
11 H -1.81 -1.01 2.51  0.327
12 H -2.14 -0.95 0.75  0.258
13 H 0.54 1.31 -1.81  0.272


The following is a DFT calculation (ωB97M-V with the def2-TZVPD basis set) of the molecule C2H6N4S at a distorted geometry.

Output
total charge	0
HOMO energy (alpha / beta)	-0.311 / -0.311	Eh
multiplicity	1
energy relative to the best compared isomer or geometry (same formula, charge and spin)	460.7	kJ/mol
SMILES string	C[C@@H]1N=[N+]([S-])NN1
frontier orbital gap (alpha / beta)	8.3 / 8.3	eV

Each line ends with the Mulliken charge.
Positions of all 13 atoms, in Å:
1 C -1.34 -1.00 0.41  -1.169
2 C -0.47 -0.22 -0.56  0.366
3 N 0.90 -0.86 -0.70  -0.520
4 N 1.67 0.01 -0.22  0.558
5 S 3.22 -0.45 0.27  -0.312
6 N 1.24 1.33 -0.11  -0.372
7 N -0.34 1.05 0.06  -0.334
8 H -2.15 -0.26 0.73  0.301
9 H -0.85 -1.25 1.30  0.333
10 H -1.76 -1.85 -0.06  0.326
11 H -0.81 -0.28 -1.66  0.255
12 H 1.55 1.89 0.70  0.313
13 H -0.85 1.89 -0.17  0.255


The following is a DFT calculation (ωB97M-V with the def2-TZVPD basis set) of the molecule C2H6N4S at a distorted geometry.

Output
total charge	0
HOMO energy	-0.320	Eh
multiplicity	1
energy relative to the best compared isomer or geometry (same formula, charge and spin)	201.9	kJ/mol
SMILES string	[H]/N=C\NN/C=N\S
frontier orbital gap	9.3	eV

Each line ends with the Mulliken charge.
Positions of all 13 atoms, in Å:
1 H -1.35 -0.57 -1.46  0.343
2 N -1.76 -1.20 -0.78  -0.598
3 C -1.45 -0.81 0.38  -0.134
4 N -0.71 0.30 0.73  -0.141
5 N -0.06 1.03 -0.25  -0.278
6 C 1.34 1.11 -0.24  0.070
7 N 2.22 0.19 -0.09  -0.419
8 S 1.90 -1.47 0.06  -0.124
9 H -1.78 -1.37 1.26  0.330
10 H -0.28 0.33 1.64  0.229
11 H -0.46 1.95 -0.35  0.231
12 H 1.74 2.10 -0.41  0.327
13 H 0.65 -1.60 -0.48  0.161


The following is a DFT calculation (ωB97M-V with the def2-TZVPD basis set) of the molecule C2H6N4S at a distorted geometry.

Output
total charge	0
HOMO energy	-0.302	Eh
multiplicity	1
energy relative to the best compared isomer or geometry (same formula, charge and spin)	188.5	kJ/mol
SMILES string	NN/C=N\C=N\S
frontier orbital gap	9.0	eV

Each line ends with the Mulliken charge.
Positions of all 13 atoms, in Å:
1 N 0.61 1.59 -1.81  -0.815
2 N 0.24 0.60 -0.86  0.047
3 C 1.01 -0.48 -0.66  0.062
4 N 0.93 -1.40 0.28  -0.581
5 C -0.09 -1.29 1.16  0.040
6 N -1.00 -0.37 1.20  -0.472
7 S -2.14 -0.52 2.47  -0.156
8 H 1.57 1.85 -1.69  0.256
9 H 0.41 1.23 -2.76  0.256
10 H -0.53 0.82 -0.22  0.448
11 H 1.89 -0.55 -1.29  0.388
12 H -0.09 -2.10 1.91  0.391
13 H -2.81 0.63 2.26  0.134


The following is a DFT calculation (ωB97M-V with the def2-TZVPD basis set) of a structure of composition C2H6N4S at a distorted geometry.

Output
total charge	0
HOMO energy	-0.322	Eh
multiplicity	1
energy relative to the best compared isomer or geometry (same formula, charge and spin)	539.2	kJ/mol
frontier orbital gap	8.3	eV

Each line ends with the Mulliken charge.
Positions of all 13 atoms, in Å:
1 C -0.58 -0.34 -0.99  -0.041
2 C 0.78 1.20 0.97  0.135
3 H -1.65 -3.50 0.80  0.141
4 H -1.18 -0.39 -1.92  0.311
5 H -0.50 1.47 -1.79  0.281
6 H 1.70 0.52 -0.60  0.313
7 H -0.35 1.45 1.26  0.257
8 H 1.04 0.45 2.83  0.283
9 N -0.33 -1.34 -0.17  -0.312
10 N -0.18 1.04 -0.91  -0.177
11 N 1.09 1.38 -0.49  -0.427
12 N 1.51 0.68 1.82  -0.565
13 S -1.34 -2.62 -0.84  -0.199


The following is a DFT calculation (ωB97M-V with the def2-TZVPD basis set) of the molecule C2H6N4S at a distorted geometry.

Output
total charge	0
HOMO energy	-0.342	Eh
multiplicity	1
energy relative to the best compared isomer or geometry (same formula, charge and spin)	50.3	kJ/mol
SMILES string	[H]/N=C(N)\C(=N/[H])NS
frontier orbital gap	10.0	eV

Each line ends with the Mulliken charge.
Positions of all 13 atoms, in Å:
1 H 0.45 -2.06 -0.74  0.294
2 N 1.29 -1.58 -0.43  -0.752
3 C 1.00 -0.36 -0.13  0.403
4 N 2.00 0.53 0.21  -0.533
5 C -0.38 0.25 -0.25  0.579
6 N -0.63 1.44 -0.57  -0.678
7 H 0.23 1.95 -0.77  0.278
8 N -1.39 -0.66 0.03  -0.421
9 S -3.02 -0.24 -0.09  -0.167
10 H 2.91 0.07 0.37  0.283
11 H 1.77 1.23 0.92  0.258
12 H -1.16 -1.40 0.69  0.321
13 H -3.06 0.82 0.75  0.135


The following is a DFT calculation (ωB97M-V with the def2-TZVPD basis set) of the molecule C2H6N4S at a distorted geometry.

Output
total charge	0
HOMO energy	-0.295	Eh
multiplicity	1
energy relative to the best compared isomer or geometry (same formula, charge and spin)	338.7	kJ/mol
SMILES string	N/N=C/NNC=S
frontier orbital gap	8.6	eV

Each line ends with the Mulliken charge.
Positions of all 13 atoms, in Å:
1 N 2.19 0.40 -1.76  -0.405
2 N 0.85 0.07 -1.72  -0.323
3 C 0.45 -0.49 -0.60  -0.018
4 N -0.84 -0.88 -0.39  -0.224
5 N -1.36 -0.68 0.96  -0.232
6 C -1.51 0.41 1.74  -0.067
7 S -1.06 1.93 1.44  -0.292
8 H 2.66 0.58 -0.91  0.230
9 H 2.38 1.16 -2.46  0.244
10 H 1.03 -0.59 0.48  0.229
11 H -1.49 -0.54 -1.16  0.311
12 H -1.42 -1.62 1.58  0.279
13 H -1.86 0.24 2.80  0.268


The following is a DFT calculation (ωB97M-V with the def2-TZVPD basis set) of the ion C2H6N5 with charge +1 at a distorted geometry.

Output
total charge	+1
HOMO energy (alpha / beta)	-0.509 / -0.500	Eh
multiplicity	1
energy relative to the best compared isomer or geometry (same formula, charge and spin)	714.1	kJ/mol
frontier orbital gap (alpha / beta)	7.9 / 8.3	eV

Each line ends with the Mulliken charge.
Positions of all 13 atoms, in Å:
1 C 2.11 -0.41 0.02  -0.490
2 C 1.28 -1.33 0.32  0.027
3 N 1.63 0.96 -0.10  -0.009
4 N 0.51 1.30 -0.13  -0.096
5 N -1.16 0.01 -1.18  -0.630
6 N -1.44 0.51 1.02  -0.666
7 N -0.58 0.27 0.01  0.854
8 H 3.18 -0.43 -0.16  0.433
9 H 0.61 -2.10 0.60  0.487
10 H -0.65 -0.60 -1.80  0.255
11 H -2.17 -0.06 -1.21  0.270
12 H -2.31 0.98 0.77  0.286
13 H -1.01 0.91 1.84  0.279


The following is a DFT calculation (ωB97M-V with the def2-TZVPD basis set) of the molecule C2H6N6 at a distorted geometry.

Output
total charge	0
HOMO energy	-0.323	Eh
multiplicity	1
energy relative to the best compared isomer or geometry (same formula, charge and spin)	289.4	kJ/mol
SMILES string	N=C1NNC(=N)NN1
frontier orbital gap	9.4	eV

Each line ends with the Mulliken charge.
Positions of all 14 atoms, in Å:
1 N 2.48 -0.16 -0.01  -0.767
2 C 1.25 -0.15 -0.20  0.604
3 N 0.51 -1.27 -0.46  -0.460
4 N -0.51 -0.98 0.69  -0.347
5 C -1.34 -0.10 -0.05  0.431
6 N -2.61 -0.29 -0.27  -0.651
7 N -0.70 1.20 0.10  -0.419
8 N 0.69 1.03 0.09  -0.128
9 H 3.10 0.68 -0.22  0.257
10 H 1.21 -2.09 -0.15  0.379
11 H -1.03 -1.85 0.76  0.331
12 H -3.33 0.63 -0.15  0.276
13 H -1.04 1.72 -0.75  0.271
14 H 1.31 1.62 0.62  0.225


The following is a DFT calculation (ωB97M-V with the def2-TZVPD basis set) of the molecule C2H6N6 at a distorted geometry.

Output
total charge	0
HOMO energy (alpha / beta)	-0.271 / -0.271	Eh
multiplicity	1
energy relative to the best compared isomer or geometry (same formula, charge and spin)	344.5	kJ/mol
frontier orbital gap (alpha / beta)	7.7 / 7.7	eV

Each line ends with the Mulliken charge.
Positions of all 14 atoms, in Å:
1 C -0.57 -2.12 -0.41  -0.061
2 C 1.28 -1.16 0.78  0.200
3 N 0.62 -2.02 0.11  -0.293
4 N -1.53 -1.15 -0.24  -0.451
5 N -1.21 -0.11 0.38  0.286
6 N -2.21 0.77 0.65  -0.668
7 N 2.14 0.68 -0.56  -0.569
8 N 1.96 -0.07 0.69  -0.117
9 H -0.89 -3.03 -0.97  0.343
10 H -3.13 0.84 0.08  0.302
11 H -1.85 1.67 0.52  0.203
12 H 2.48 0.11 -1.37  0.281
13 H 1.16 0.99 -0.71  0.258
14 H 2.06 0.49 1.52  0.284


The following is a DFT calculation (ωB97M-V with the def2-TZVPD basis set) of a cluster of 2 separate species, C2H6N6 in total at a distorted geometry.

Output
total charge	0
HOMO energy	-0.342	Eh
multiplicity	1
energy relative to the best compared isomer or geometry (same formula, charge and spin)	569.5	kJ/mol
frontier orbital gap	9.1	eV

Each line ends with the Mulliken charge.
Positions of all 14 atoms, in Å:
1 C -1.00 1.14 0.33  0.047
2 C -0.73 -0.92 -0.23  0.611
3 H 2.53 1.06 0.59  0.349
4 H 0.86 1.51 1.92  0.294
5 H -1.65 2.03 0.81  0.287
6 H -1.78 -1.99 -1.43  0.276
7 H 1.01 -1.45 -1.50  0.381
8 H 1.90 -1.66 -0.20  0.259
9 N 1.28 1.95 0.89  -0.593
10 N 0.31 1.04 0.09  -0.021
11 N -1.67 -0.03 0.38  -0.535
12 N -0.81 -1.89 -1.09  -0.714
13 N 0.50 -0.35 0.28  0.091
14 N 1.47 -0.82 -0.67  -0.732


The following is a DFT calculation (ωB97M-V with the def2-TZVPD basis set) of the molecule C2H6N6 at a distorted geometry.

Output
total charge	0
HOMO energy	-0.319	Eh
multiplicity	1
energy relative to the best compared isomer or geometry (same formula, charge and spin)	376.8	kJ/mol
SMILES string	[H]/N=c1/nc(N)[nH]n1N
frontier orbital gap	8.6	eV

Each line ends with the Mulliken charge.
Positions of all 14 atoms, in Å:
1 H 2.80 -1.14 0.01  0.259
2 N 2.09 -1.69 0.25  -0.657
3 C 0.93 -1.12 -0.19  0.486
4 N -0.40 -1.54 -0.33  -0.535
5 C -1.10 -0.44 0.10  0.337
6 N -2.40 -0.30 0.05  -0.535
7 N -0.43 0.79 -0.10  -0.519
8 N 0.90 0.32 -0.50  0.227
9 N 1.75 1.19 0.13  -0.678
10 H -2.91 -1.17 -0.17  0.268
11 H -2.58 0.42 1.06  0.381
12 H -1.24 1.22 -0.72  0.321
13 H 1.66 2.06 -0.46  0.299
14 H 0.93 1.41 0.85  0.347


The following is a DFT calculation (ωB97M-V with the def2-TZVPD basis set) of a cluster of 2 separate species, C2H6NO in total.

Output
total charge	-1
HOMO energy	-0.083	Eh
multiplicity	1
energy relative to the best compared isomer or geometry (same formula, charge and spin)	100.7	kJ/mol
frontier orbital gap	6.8	eV

Each line ends with the Mulliken charge.
Positions of all 10 atoms, in Å:
1 C -0.71 1.29 -1.95  -0.664
2 O -0.19 1.05 -0.72  -0.784
3 H -1.18 0.38 -2.41  0.187
4 H -1.48 2.10 -2.01  0.168
5 H 0.05 1.65 -2.70  0.144
6 C 0.36 -0.83 1.17  -0.107
7 N 0.59 -1.82 1.95  -0.622
8 H -0.63 -0.56 0.83  0.266
9 H 1.14 -0.17 0.80  0.190
10 H 1.59 -1.99 1.97  0.222


The following is a DFT calculation (ωB97M-V with the def2-TZVPD basis set) of the ion C2H6NO with charge -1 at a distorted geometry.

Output
total charge	-1
HOMO energy	-0.015	Eh
multiplicity	1
energy relative to the best compared isomer or geometry (same formula, charge and spin)	197.7	kJ/mol
frontier orbital gap	5.5	eV

Each line ends with the Mulliken charge.
Positions of all 10 atoms, in Å:
1 O -1.12 -1.42 -0.47  -0.815
2 H -1.78 -0.93 0.06  0.423
3 C -0.12 -0.41 -0.81  -0.813
4 C -0.08 0.77 0.01  -0.334
5 N 1.01 0.83 1.04  -0.677
6 H 0.76 -1.10 -0.72  0.223
7 H -0.42 -0.24 -1.78  0.144
8 H -0.51 1.62 -0.24  0.502
9 H 1.60 0.05 0.89  0.187
10 H 0.67 0.82 2.02  0.160


The following is a DFT calculation (ωB97M-V with the def2-TZVPD basis set) of the ion C2H6NO with charge +1 at a distorted geometry.

Output
total charge	+1
HOMO energy (alpha / beta)	-0.605 / -0.683	Eh
multiplicity	3
energy relative to the best compared isomer or geometry (same formula, charge and spin)	9.4	kJ/mol
frontier orbital gap (alpha / beta)	13.0 / 9.6	eV
<S²>	2.007

Each line ends with the Mulliken charge.
Positions of all 10 atoms, in Å:
1 C -0.43 1.33 -0.03  -0.745
2 C 0.59 -0.84 0.88  -0.622
3 N 0.60 0.43 0.22  0.379
4 O 1.84 0.78 -0.37  -0.026
5 H -1.28 0.72 -0.25  0.360
6 H -0.16 1.89 -0.91  0.354
7 H -0.62 2.02 0.77  0.333
8 H 1.13 -1.07 1.84  0.331
9 H 1.09 -1.63 0.25  0.333
10 H -0.48 -1.14 1.13  0.303


The following is a DFT calculation (ωB97M-V with the def2-TZVPD basis set) of the ion C2H6NO2 with charge +1 at a distorted geometry.

Output
total charge	+1
HOMO energy	-0.596	Eh
multiplicity	1
energy relative to the best compared isomer or geometry (same formula, charge and spin)	679.6	kJ/mol
frontier orbital gap	5.9	eV

Each line ends with the Mulliken charge.
Positions of all 11 atoms, in Å:
1 O -1.55 0.03 -0.28  -0.473
2 C -0.12 0.42 -0.69  0.130
3 O 0.58 -0.46 -1.24  -0.172
4 C 0.48 0.67 0.77  -0.196
5 N 0.81 -0.64 1.26  -0.364
6 H -0.31 1.39 -1.24  0.435
7 H 1.36 1.29 0.55  0.318
8 H -0.31 1.11 1.37  0.344
9 H 0.84 -0.79 2.26  0.300
10 H -1.94 -0.19 -1.14  0.344
11 H 0.20 -1.32 0.80  0.334


The following is a DFT calculation (ωB97M-V with the def2-TZVPD basis set) of the ion C2H6NO2S with charge -1 at a distorted geometry.

Output
total charge	-1
HOMO energy	-0.118	Eh
multiplicity	1
energy relative to the best compared isomer or geometry (same formula, charge and spin)	421.6	kJ/mol
SMILES string	C=[S@](=O)([O-])NC
frontier orbital gap	7.2	eV

Each line ends with the Mulliken charge.
Positions of all 12 atoms, in Å:
1 C 1.05 1.18 -0.96  -0.847
2 S 1.18 -0.17 0.09  0.962
3 O 1.42 0.37 1.52  -0.727
4 O 2.14 -1.18 -0.37  -0.673
5 N -0.39 -1.06 0.13  -0.434
6 C -1.34 -0.17 0.74  -0.732
7 H 0.05 1.58 -0.95  0.213
8 H 1.21 0.65 -2.06  0.158
9 H -0.50 -1.23 -0.86  0.253
10 H -0.69 0.34 1.34  0.401
11 H -1.97 0.53 0.17  0.220
12 H -2.16 -0.83 1.21  0.206


The following is a DFT calculation (ωB97M-V with the def2-TZVPD basis set) of the ion C2H6NO2S with charge -1.

Output
total charge	-1
HOMO energy	-0.124	Eh
multiplicity	1
energy relative to the best compared isomer or geometry (same formula, charge and spin)	400.2	kJ/mol
frontier orbital gap	7.5	eV

Each line ends with the Mulliken charge.
Positions of all 12 atoms, in Å:
1 C -1.13 1.61 -1.76  -0.792
2 C 1.06 -0.70 1.25  -0.253
3 N 0.26 0.23 0.59  -0.405
4 O 0.47 -1.98 1.75  -0.588
5 O -0.30 -0.77 -1.85  -0.618
6 S 0.11 0.60 -1.41  0.185
7 H -0.95 2.66 -1.65  0.286
8 H -2.15 1.27 -1.85  0.289
9 H 1.86 -0.99 0.56  0.234
10 H 1.51 -0.30 2.18  0.205
11 H -0.21 -2.20 1.10  0.292
12 H -0.53 0.58 1.11  0.164


The following is a DFT calculation (ωB97M-V with the def2-TZVPD basis set) of a cluster of 3 separate species, C2H6NO3 in total at a distorted geometry.

Output
total charge	-1
HOMO energy	-0.138	Eh
multiplicity	1
energy relative to the best compared isomer or geometry (same formula, charge and spin)	214.9	kJ/mol
frontier orbital gap	7.5	eV

Each line ends with the Mulliken charge.
Positions of all 12 atoms, in Å:
1 O 2.52 0.41 1.34  -0.686
2 C 1.44 -0.20 1.43  -0.070
3 N 0.36 -0.17 0.67  -0.720
4 C -1.90 1.66 -0.60  -0.066
5 O -1.28 2.42 -1.27  -0.420
6 H 1.36 -0.85 2.31  0.358
7 H 0.35 0.73 0.20  0.151
8 H -2.75 1.92 0.08  0.207
9 H -1.68 0.58 -0.56  0.253
10 H 0.69 -2.91 -1.11  0.318
11 H 0.36 -1.48 -0.88  0.408
12 O 0.52 -2.11 -1.62  -0.733


The following is a DFT calculation (ωB97M-V with the def2-TZVPD basis set) of a cluster of 2 separate species, C2H6NO3 in total at a distorted geometry.

Output
total charge	-1
HOMO energy	-0.165	Eh
multiplicity	1
energy relative to the best compared isomer or geometry (same formula, charge and spin)	37.3	kJ/mol
frontier orbital gap	8.6	eV

Each line ends with the Mulliken charge.
Positions of all 12 atoms, in Å:
1 O -1.26 -0.38 -1.55  -0.757
2 C -0.33 -0.14 -0.74  0.634
3 O 0.86 -0.56 -0.85  -0.811
4 C -0.67 0.82 0.38  -0.304
5 N -1.92 0.61 1.11  -0.657
6 H -0.64 1.82 -0.10  0.179
7 H 0.25 0.78 0.98  0.132
8 H -2.54 0.15 0.45  0.308
9 H -1.73 -0.17 1.75  0.262
10 H 2.44 -0.53 1.89  0.278
11 H 2.07 -0.33 0.43  0.427
12 O 2.84 -0.34 1.06  -0.691